[1]
ORCA calculation (ωB97M-V/def2-TZVPD) on 5 unconnected molecules or ions with the total composition C21H40N4O7.

```
72
Properties=species:S:1:pos:R:3
C 3.98 -0.77 1.80
C 4.08 0.05 0.53
C 5.23 -0.51 -0.34
C 2.82 -0.06 -0.33
C 1.61 0.76 0.21
C 0.43 -0.13 0.46
C -0.32 -0.63 -0.53
C -1.33 -1.51 0.14
O -1.85 -2.55 -0.20
O -1.49 -0.93 1.41
C -0.18 -0.59 1.75
O 0.26 -0.74 2.86
H 3.13 -0.49 2.41
H 3.91 -1.81 1.55
H 4.88 -0.59 2.38
H 4.26 1.10 0.74
H 5.49 0.25 -1.07
H 6.07 -0.81 0.26
H 4.82 -1.33 -0.91
H 3.10 0.31 -1.31
H 2.56 -1.10 -0.45
H 1.90 1.32 1.09
H 1.31 1.41 -0.59
H -0.20 -0.48 -1.58
C 0.91 -6.12 2.62
N 1.59 -4.86 2.88
C 0.84 -3.73 3.41
C 2.89 -4.67 2.65
O 3.47 -3.62 2.87
H 0.11 -5.97 1.89
H 0.48 -6.51 3.54
H 1.62 -6.84 2.22
H 0.91 -2.90 2.73
H 1.27 -3.42 4.37
H -0.20 -4.01 3.56
H 3.41 -5.56 2.23
C -5.62 0.42 3.61
N -5.28 1.38 2.58
C -4.06 1.21 1.82
C -6.06 2.44 2.31
O -5.83 3.27 1.46
H -4.83 0.39 4.37
H -5.72 -0.58 3.17
H -6.56 0.69 4.09
H -3.41 2.08 1.95
H -4.29 1.11 0.76
H -3.54 0.32 2.15
H -6.97 2.48 2.94
C -7.04 4.55 -1.17
N -8.11 3.98 -1.98
C -8.48 4.61 -3.23
C -8.76 2.87 -1.60
O -9.66 2.35 -2.23
H -7.30 5.57 -0.88
H -6.11 4.57 -1.75
H -6.88 3.95 -0.28
H -9.53 4.91 -3.20
H -8.35 3.92 -4.06
H -7.86 5.49 -3.39
H -8.41 2.47 -0.64
C 7.57 1.28 -5.27
N 7.09 0.27 -4.34
C 8.03 -0.38 -3.45
C 5.80 -0.09 -4.28
O 5.35 -0.92 -3.51
H 8.31 0.84 -5.94
H 8.03 2.11 -4.73
H 6.74 1.66 -5.86
H 8.03 -1.45 -3.62
H 7.75 -0.20 -2.41
H 9.03 0.02 -3.62
H 5.16 0.46 -4.99
```

Computed properties:
structure (SMILES)	CC(C)CCC1=CC(=O)OC1=O.CN(C)C=O.CN(C)C=O.CN(C)C=O.CN(C)C=O
net charge	0
multiplicity	1
Kohn-Sham gap	8.291	eV
HOMO level	-0.3261	Ha

Atom charges from the Mulliken analysis, given in e for atoms 1 to 5: -1.53, 0.67, -1.61, -0.75, -1.15



[2]
ORCA calculation (ωB97M-V/def2-TZVPD) on a molecular structure, C21H40NOReS3Si2.

```
69
Properties=species:S:1:pos:R:3
Re 0.36 0.46 -0.55
C 1.01 2.45 2.14
C -0.25 3.16 1.69
S -1.22 2.18 0.50
C -1.68 3.47 -0.69
C -0.52 4.15 -1.41
S 0.52 2.93 -2.24
C 2.18 3.28 -1.62
C 2.44 3.22 -0.13
S 1.93 1.70 0.77
H 0.79 1.60 2.78
H 1.66 3.12 2.70
H -0.02 4.12 1.24
H -0.89 3.35 2.56
H -2.30 4.20 -0.17
H -2.33 2.96 -1.40
H 0.09 4.74 -0.72
H -0.93 4.85 -2.14
H 2.49 4.26 -1.98
H 2.80 2.55 -2.14
H 1.96 4.06 0.38
H 3.51 3.34 0.03
C -0.02 -3.79 2.23
Si 0.63 -2.20 1.46
C 1.46 -1.22 2.84
C 1.94 -2.73 0.22
C -0.68 -1.14 0.60
C -1.15 -1.70 -0.70
C -1.75 -2.92 -1.02
C -2.22 -3.11 -2.31
C -2.07 -2.11 -3.27
C -1.40 -0.96 -2.92
N -0.95 -0.78 -1.67
Si -2.29 -0.81 1.55
C -2.01 0.22 3.10
C -3.16 -2.36 2.15
C -3.57 -0.06 0.36
H 0.83 -4.38 2.57
H -0.57 -4.40 1.53
H -0.65 -3.61 3.10
H 2.09 -1.89 3.43
H 0.74 -0.78 3.52
H 2.11 -0.44 2.45
H 2.64 -3.41 0.70
H 2.51 -1.88 -0.17
H 1.49 -3.26 -0.63
H -1.87 -3.68 -0.26
H -2.71 -4.04 -2.57
H -2.45 -2.24 -4.27
H -1.20 -0.16 -3.63
H -1.68 -0.44 3.91
H -2.94 0.68 3.42
H -1.27 1.01 3.00
H -2.62 -2.91 2.91
H -3.41 -3.05 1.34
H -4.11 -2.05 2.59
H -3.14 0.42 -0.52
H -4.19 0.68 0.87
H -4.22 -0.86 0.01
C 4.33 -0.35 -1.98
O 3.17 0.16 -1.30
C 1.92 0.10 -1.84
C 1.79 -0.47 -3.22
H 4.22 -1.41 -2.20
H 5.15 -0.19 -1.29
H 4.51 0.21 -2.90
H 2.73 -0.65 -3.74
H 1.19 0.21 -3.85
H 1.24 -1.41 -3.19
```

Computed properties:
energy relative to the best compared isomer or geometry (same formula, charge and spin)	0.0	kJ/mol
net charge	+1
expectation value of S²	3.7633
multiplicity	4
Kohn-Sham gap (spin up / spin down)	6.791 / 7.024	eV
HOMO level (spin up / spin down)	-0.3242 / -0.3763	Ha

Atom charges from the Mulliken analysis, given in e for atoms 1 to 5: -1.17, -0.73, -1.43, 0.21, -1.03



[3]
ORCA calculation (ωB97M-V/def2-TZVPD) on a molecular structure, C21H40NOReS3Si2.

```
69
Properties=species:S:1:pos:R:3
Re 0.20 -0.11 0.83
C 2.95 1.77 0.89
C 2.02 2.80 1.51
S 0.25 2.40 1.32
C -0.35 2.66 3.01
C 0.29 1.86 4.15
S 0.11 0.08 3.94
C 1.81 -0.54 4.02
C 2.87 0.09 3.13
S 2.57 0.05 1.33
H 3.98 1.97 1.15
H 2.87 1.78 -0.20
H 2.18 3.76 1.02
H 2.22 2.94 2.57
H -1.42 2.44 2.94
H -0.26 3.73 3.21
H -0.21 2.14 5.07
H 1.35 2.11 4.27
H 1.70 -1.60 3.80
H 2.16 -0.46 5.05
H 3.81 -0.44 3.29
H 3.04 1.13 3.40
C -0.43 -1.58 -4.19
Si -0.04 -1.46 -2.37
C 1.81 -1.72 -2.26
C -1.04 -2.86 -1.61
C -0.52 0.15 -1.56
C -1.87 0.12 -0.98
C -3.13 0.20 -1.60
C -4.28 0.14 -0.85
C -4.20 -0.02 0.54
C -2.96 -0.12 1.11
N -1.84 -0.04 0.36
Si -0.11 1.68 -2.52
C -0.84 1.75 -4.24
C -0.78 3.22 -1.67
C 1.76 1.80 -2.72
H -0.39 -2.63 -4.50
H 0.28 -1.02 -4.80
H -1.43 -1.21 -4.41
H 2.09 -2.76 -2.48
H 2.21 -1.46 -1.27
H 2.31 -1.09 -2.99
H -0.52 -3.82 -1.69
H -1.98 -2.96 -2.16
H -1.30 -2.69 -0.56
H -3.16 0.31 -2.68
H -5.25 0.21 -1.33
H -5.09 -0.08 1.15
H -2.82 -0.28 2.17
H -1.93 1.64 -4.22
H -0.43 0.99 -4.90
H -0.62 2.73 -4.68
H -1.62 2.99 -1.00
H -1.15 3.92 -2.43
H -0.02 3.74 -1.08
H 2.06 1.51 -3.73
H 2.28 1.14 -2.03
H 2.11 2.83 -2.57
C -1.22 -3.75 2.49
O -0.98 -2.39 2.09
C 0.04 -2.04 1.30
C 0.98 -3.14 0.92
H -1.45 -4.37 1.62
H -2.09 -3.71 3.14
H -0.37 -4.16 3.03
H 0.49 -4.10 0.75
H 1.70 -3.28 1.74
H 1.54 -2.88 0.03
```

Computed properties:
energy relative to the best compared isomer or geometry (same formula, charge and spin)	28.7	kJ/mol
net charge	+1
expectation value of S²	3.7677
multiplicity	4
Kohn-Sham gap (spin up / spin down)	6.447 / 6.946	eV
HOMO level (spin up / spin down)	-0.3142 / -0.3754	Ha

Atom charges from the Mulliken analysis, given in e for atoms 1 to 5: -1.55, -0.63, -1.05, 0.14, -1.02



How do the records compare in electronic energy? In the order shown, they have -42718.03626; -76349.20197; -76348.90471 eV.
How do the records compare in max |F|? In the order shown, they have 1.891; 0.843; 1.461 eV Å⁻¹.